{
  "formula": "C6H7N5S",
  "method": "ωB97M-V with the def2-TZVPD basis set",
  "species": ["C", "C", "C", "C", "C", "C", "N", "N", "N", "N", "N", "S", "H", "H", "H", "H", "H", "H", "H"],
  "xyz": [[-1.53122, 2.18680, -0.10602], [0.50335, -1.36086, -1.25637], [1.38175, -1.12569, 0.93952], [-0.82657, 1.26683, 0.69974], [-0.05896, -0.10978, -1.22186], [0.45291, 0.83166, -0.15492], [-2.03919, 2.79342, -0.90704], [1.21979, -1.94056, -0.33943], [-1.55965, 0.12467, 1.07736], [1.49614, 0.29162, 0.68737], [-1.71391, -0.78128, 0.26570], [-2.42806, -2.08020, 0.00623], [0.22720, -2.03520, -2.12030], [0.52846, -1.23752, 1.44628], [2.29781, -1.47008, 1.42572], [-0.46643, 1.92810, 1.61636], [-0.71309, 0.36367, -1.85359], [0.89320, 1.69590, -0.70141], [2.33647, 0.65851, 0.49666]],
  "lumo_ev": [-1.2, -1.4],
  "total_energy_ev": -24615.442,
  "e_homo_ev": [-8.603, -8.587],
  "multiplicity": 1,
  "relative_energy_ev": 5.177
}